32
Properties=species:S:1:pos:R:3:lowdin_charge:R:1 method="wB97M-V/def2-TZVPD" relative_energy_kj_mol=231.7 homo_energy_ev=-9.32 max_force_ev_per_a=1.83 total_energy_ha=-506.26870 multiplicity=1
O 1.53 -1.46 -0.76 -0.04
C -0.43 -1.56 1.28 0.01
C 0.60 0.74 -0.38 -0.05
C 1.83 -0.15 -0.33 -0.58
C 3.10 0.51 -0.93 -0.10
C -1.92 -1.25 -0.72 -0.22
C 2.53 -0.15 1.04 -0.11
C 3.52 0.91 0.50 -0.15
C -2.61 1.13 -0.22 -0.20
C -1.63 -1.61 0.71 -0.16
C -3.32 1.77 0.71 0.01
C -3.00 -0.17 -0.86 -0.21
H 2.95 1.31 -1.67 0.11
H -4.26 1.37 1.08 0.06
H -0.99 -0.92 -1.21 0.08
H 0.25 0.86 -1.42 0.10
H -2.99 2.71 1.13 0.05
H -0.28 -1.83 2.32 0.07
H 1.12 -1.38 -1.65 0.12
H -2.49 -1.93 1.31 0.10
H 4.58 0.79 0.76 0.10
H -1.68 1.57 -0.58 0.08
H 3.76 -0.26 -1.34 0.11
H 3.02 -1.12 1.19 0.13
H 0.83 1.75 0.00 0.11
H -2.25 -2.16 -1.26 0.12
H 0.44 -1.27 0.77 -0.01
H -3.95 -0.53 -0.41 0.11
H -3.20 -0.02 -1.93 0.11
H 1.92 0.10 1.92 0.12
H -0.19 0.33 0.22 0.03
H 3.21 1.93 0.75 0.10